Record 1
Here is a structure of composition C14H18BClN8O4RuS2 in a non-equilibrium geometry from the OMol25 dataset. Energies are from ωB97M-V/def2-TZVPD.

Summary:
E_LUMO (spin up / spin down): -8.813 / -8.135 eV
energy above the lowest of the compared OMol25 structures with the same formula, charge and spin: 115.8 kJ/mol
E_HOMO (spin up / spin down): -13.970 / -14.138 eV
spin multiplicity: 1
total charge: +2

Atoms and positions in Å:
Ru: -0.1834 -0.0001 0.7856
C: -2.6582 4.7511 0.8907
N: -1.3280 4.4952 1.4449
C: -0.6728 5.3064 2.3515
C: 0.4903 4.6921 2.6653
N: 0.5589 3.5271 1.9276
B: 1.5632 2.3805 2.0056
N: 2.4145 2.3460 0.6853
C: 3.1335 3.3715 0.1559
C: 3.8891 2.8752 -0.8677
N: 3.6358 1.5406 -0.9359
C: 4.2451 0.5960 -1.8804
C: 2.7282 1.2256 0.0160
S: 2.1554 -0.3336 0.3717
C: -0.5641 3.4172 1.2201
S: -0.9621 2.1440 0.1214
H: -3.4136 4.2466 1.4897
H: -2.7023 4.3988 -0.1354
H: -2.8338 5.8224 0.9029
H: -1.0955 6.2383 2.6836
H: 1.2761 4.9830 3.3401
H: 0.8727 1.3314 2.0147
H: 2.2775 2.4605 2.9590
H: 3.0771 4.3783 0.5330
H: 4.5635 3.3727 -1.5431
H: 4.4911 1.1346 -2.7905
H: 3.5303 -0.1901 -2.1038
H: 5.1460 0.1733 -1.4415
N: -3.7402 -1.7800 1.7116
C: -4.2944 -1.1040 0.6488
C: -3.3482 -0.2301 0.2082
N: -2.2352 -0.3667 0.9962
C: -2.4966 -1.3121 1.8871
C: -1.4116 -1.6415 2.7786
N: -0.2618 -0.9996 2.5688
C: 0.6426 -1.4644 3.4993
C: 0.0210 -2.3898 4.2713
N: -1.2741 -2.4897 3.8007
H: -4.2017 -2.5019 2.2427
H: -5.2985 -1.2960 0.3135
H: -3.3950 0.4744 -0.6035
H: 1.6514 -1.0948 3.5525
H: 0.3696 -2.9732 5.1050
H: -1.9813 -3.1003 4.1793
O: -1.2011 -1.9675 -2.5078
Cl: -0.2184 -1.5367 -1.6058
O: 1.1044 -1.7013 -2.0700
O: -0.4629 -0.0598 -1.3018
O: -0.3892 -2.1186 -0.2563

=====

Record 2
Here is a cluster of 15 separate species, H30O15 in total in a non-equilibrium geometry from the OMol25 dataset. Energies are from ωB97M-V/def2-TZVPD.

Summary:
E_LUMO: -1.086 eV
energy above the lowest of the compared OMol25 structures with the same formula, charge and spin: 235.6 kJ/mol
E_HOMO: -9.573 eV
spin multiplicity: 1
total charge: 0

Atoms and positions in Å:
O: 1.1684 -1.9241 1.9965
H: 0.7765 -1.7025 2.8448
H: 0.5710 -1.4417 1.4153
O: -3.3288 0.7559 0.9452
H: -2.9230 1.3606 0.3839
H: -2.6021 0.4796 1.5201
O: 0.5125 -1.0733 -3.1842
H: 0.8607 -0.3350 -3.7133
H: 0.8661 -1.8609 -3.5633
O: -3.2854 1.9608 -2.0763
H: -2.8258 2.6770 -1.6380
H: -2.6831 1.1596 -2.0497
O: -1.2482 0.4989 2.5984
H: -0.8995 0.9182 1.8038
H: -1.1164 1.0861 3.3047
O: -1.8917 -0.3273 -1.7970
H: -2.6092 -0.8674 -1.5304
H: -1.3663 -0.7671 -2.4515
O: 0.0256 -0.3622 0.1865
H: 0.7968 0.1610 0.1260
H: -0.6024 -0.2703 -0.5576
O: 0.4174 1.9416 -1.7296
H: 0.1985 1.8006 -2.6324
H: 0.3836 2.8842 -1.7757
O: 1.6334 1.2338 3.2511
H: 1.7324 1.0422 2.3289
H: 1.1609 0.4496 3.5655
O: 2.6116 -0.4612 -1.5235
H: 1.7279 -0.5861 -1.8757
H: 2.8599 -1.2468 -0.9911
O: -0.1608 -3.1458 -0.5911
H: 0.2393 -2.2753 -0.4849
H: -0.2565 -3.2711 -1.5320
O: -1.1812 2.1419 0.1696
H: -0.7020 2.5677 0.8353
H: -0.4936 1.9926 -0.5028
O: 3.7596 -0.5199 2.4794
H: 3.0079 -0.3028 1.9542
H: 4.4350 -0.6208 1.8220
O: 2.3829 1.1539 0.5048
H: 2.6961 0.6772 -0.3003
H: 2.3889 2.1149 0.2696
O: -2.6672 -2.4027 0.5668
H: -1.8059 -2.4298 0.2416
H: -2.5637 -2.8638 1.3864

=====

Record 3
Here is a structure of composition C18H57BO9Pt in a non-equilibrium geometry from the OMol25 dataset. Energies are from ωB97M-V/def2-TZVPD.

Summary:
E_LUMO (spin up / spin down): -0.919 / -2.750 eV
energy above the lowest of the compared OMol25 structures with the same formula, charge and spin: 588.9 kJ/mol
E_HOMO (spin up / spin down): -9.265 / -9.282 eV
spin multiplicity: 3
total charge: 0

Atoms and positions in Å:
Pt: 0.6613 -4.3967 -0.8268
B: 0.5899 -4.5386 -3.0985
H: 0.5009 -4.8137 -4.1381
H: 0.8593 -5.4024 -2.5106
H: 1.3010 -3.7455 -2.9271
H: -0.3425 -4.1892 -2.6827
C: -0.6612 0.0406 -0.3480
C: 0.2861 -1.1294 -0.0196
O: 0.2766 -2.2147 -0.9343
H: -0.6140 0.7843 0.4475
H: -1.7039 -0.2513 -0.4729
H: -0.2750 0.5954 -1.2031
H: -0.0076 -1.5051 0.9606
H: 1.2888 -0.7274 0.1255
C: 0.0331 -3.0794 3.3801
C: -0.6896 -3.8955 2.2820
O: 0.1732 -4.4053 1.3275
H: 0.9062 -3.5084 3.8719
H: -0.5559 -3.0165 4.2951
H: 0.2318 -2.0291 3.1672
H: -1.4239 -3.2215 1.8409
H: -1.3209 -4.6416 2.7645
H: 0.8254 -4.9463 1.7786
C: 3.6432 0.4024 -2.5801
C: 2.1814 0.3579 -2.9455
O: 1.8167 -1.0207 -3.1239
H: 3.8476 -0.0304 -1.6008
H: 3.9732 1.4412 -2.5886
H: 4.2370 -0.1029 -3.3418
H: 1.9741 0.7283 -3.9495
H: 1.5627 0.7342 -2.1308
H: 1.4923 -1.3457 -2.2808
C: 4.7828 -0.8957 2.8448
C: 3.7090 -1.8690 2.4069
O: 4.2639 -3.1610 2.3498
H: 4.4040 0.1253 2.7974
H: 5.5074 -0.8368 2.0328
H: 5.1746 -0.9766 3.8588
H: 3.3324 -1.5705 1.4286
H: 2.8575 -1.8119 3.0850
H: 3.8713 -3.5107 1.5466
C: -3.2022 3.8747 1.9141
C: -2.1597 3.1680 2.7161
O: -2.7934 2.7607 3.9822
H: -3.7486 4.6536 2.4459
H: -4.0566 3.3122 1.5374
H: -2.7934 4.2677 0.9832
H: -1.4875 4.0021 2.9169
H: -1.7799 2.4105 2.0305
H: -3.0882 1.8745 3.7599
C: -0.0013 3.8539 -3.0623
C: 1.3635 4.4770 -2.9455
O: 1.3129 5.5153 -3.9721
H: 0.0454 2.8447 -2.6529
H: -0.4291 3.6463 -4.0431
H: -0.7996 4.3715 -2.5304
H: 2.0819 3.7246 -3.2712
H: 1.6260 4.9409 -1.9948
H: 0.8936 5.2044 -4.7779
C: -5.2778 0.1621 1.2279
C: -4.2257 -0.3983 2.2310
O: -4.1753 0.3348 3.5151
H: -6.1898 0.2788 1.8132
H: -5.4773 -0.5021 0.3869
H: -4.8362 1.0463 0.7684
H: -3.1797 -0.4556 1.9300
H: -4.5748 -1.4142 2.4158
H: -3.9468 -0.2900 4.2072
C: 2.0744 2.1924 1.8220
C: 2.5794 3.5391 1.3579
O: 3.9854 3.3057 1.2310
H: 2.6629 1.7733 2.6382
H: 1.9316 1.4615 1.0261
H: 1.0459 2.3367 2.1526
H: 2.3363 4.2319 2.1635
H: 2.0665 3.9208 0.4751
H: 4.3829 4.0489 0.7715
C: -3.4403 -2.2402 -4.0199
C: -2.7160 -1.5283 -2.9430
O: -1.3111 -1.6514 -3.1629
H: -4.4755 -2.4379 -3.7416
H: -2.9457 -3.1946 -4.2005
H: -3.4243 -1.6660 -4.9463
H: -2.9450 -2.0107 -1.9927
H: -2.9644 -0.4826 -2.7615
H: -0.9134 -1.6831 -2.2897

=====

| no. | DFT total energy (eV) |
| --- | --- |
| 1 | -72352.1462 |
| 2 | -31199.2241 |
| 3 | -41929.7504 |